{"formula": "C5H9NO", "method": "ωB97M-V/def2-TZVPD", "e_homo_ev": -9.5, "orbital_gap_ev": 10.42, "smiles": "CC1(C)COC=N1", "e_above_lowest_kj_mol": 153.3, "species": ["H", "C", "H", "H", "C", "O", "H", "C", "C", "H", "H", "C", "H", "H", "H", "N"], "positions_angstrom": [[1.115, -1.842, -0.777], [-1.845, 0.121, -0.814], [-0.640, -1.512, 1.517], [0.493, 1.865, 1.291], [1.084, 1.100, 0.771], [-2.033, -0.705, 0.242], [-1.083, 0.161, 1.864], [-0.845, -0.546, 1.042], [1.003, -0.783, -1.017], [0.510, -0.740, -2.003], [1.737, 1.613, 0.063], [0.184, 0.106, 0.005], [1.979, -0.325, -1.224], [-2.603, 0.067, -1.586], [1.719, 0.631, 1.538], [-0.775, 0.788, -0.913]], "lowdin_charge": [0.0734, -0.2378, 0.1236, 0.0778, -0.0566, -0.0517, 0.1243, -0.0907, -0.0206, 0.0768, 0.0738, -0.4840, 0.0707, 0.1344, 0.0860, 0.1007]}

{"formula": "C4H6N2", "method": "ωB97M-V/def2-TZVPD", "e_homo_ev": -7.6, "orbital_gap_ev": 8.75, "smiles": "Nc1cc[nH]c1", "e_above_lowest_kj_mol": 64.3, "species": ["H", "H", "H", "C", "C", "N", "H", "C", "C", "H", "N", "H"], "positions_angstrom": [[-2.402, 0.886, 0.449], [-0.382, -1.941, -0.716], [0.177, 2.204, -0.012], [-0.653, 0.134, -0.155], [0.267, 1.130, 0.035], [1.495, 0.521, 0.190], [2.215, -1.482, 0.235], [0.050, -1.095, -0.214], [1.374, -0.828, 0.049], [2.359, 1.002, 0.357], [-2.059, 0.223, -0.240], [-2.440, -0.687, 0.000]], "lowdin_charge": [0.0803, 0.0965, 0.1082, -0.3681, -0.0875, -0.0114, 0.1067, -0.0671, -0.1362, 0.1400, 0.0623, 0.0763]}

{"formula": "H18O9", "method": "ωB97M-V/def2-TZVPD", "e_homo_ev": -10.3, "orbital_gap_ev": 9.88, "smiles": "O.O.O.O.O.O.O.O.O", "e_above_lowest_kj_mol": 321.1, "species": ["H", "O", "O", "H", "H", "O", "H", "H", "O", "H", "H", "O", "O", "H", "H", "H", "O", "H", "H", "H", "O", "H", "H", "H", "O", "H", "H"], "positions_angstrom": [[-0.331, 0.419, 0.683], [-2.431, 0.242, 1.812], [-0.974, 4.107, -0.612], [-1.455, 4.335, 0.192], [4.115, -1.325, -0.788], [2.430, -1.027, -0.963], [1.892, 2.345, 0.283], [-4.185, 0.821, -2.362], [-2.323, -3.119, -0.869], [0.125, -2.488, 2.254], [-0.434, 3.351, -0.355], [-0.054, -0.448, 0.364], [2.653, 2.150, 0.843], [5.413, -0.577, -1.044], [-3.035, -0.120, -2.681], [-2.036, -4.010, -0.638], [-3.758, 0.013, -2.057], [-2.901, 0.064, 2.634], [2.509, -0.188, -1.431], [3.298, 2.825, 0.604], [-0.530, -1.802, 2.425], [-0.702, -1.420, 1.557], [2.735, -0.827, -0.071], [0.168, -0.297, -0.562], [5.072, -1.444, -0.797], [-2.655, 1.157, 1.607], [-2.606, -2.739, -0.029]], "lowdin_charge": [0.0410, -0.0454, -0.0503, 0.0392, -0.0451, -0.0351, 0.0155, 0.0298, -0.0619, 0.0326, 0.0118, -0.0550, -0.0471, 0.0309, 0.0322, 0.0329, -0.0607, 0.0548, 0.0623, 0.0438, -0.0906, -0.0477, 0.0572, 0.0512, -0.0664, 0.0402, 0.0299]}

{"formula": "C8H12Cl2GdN2O3SSc", "method": "ωB97M-V/def2-TZVPD", "e_homo_ev": [-22.8, -22.5], "charge": 4, "s2": 16.101, "orbital_gap_ev": [7.52, 5.83], "spin_multiplicity": 8, "e_above_lowest_kj_mol": 0.0, "species": ["C", "S", "H", "H", "H", "H", "N", "O", "C", "O", "N", "Gd", "H", "Sc", "H", "C", "C", "C", "H", "H", "H", "O", "H", "Cl", "H", "C", "Cl", "C", "H", "C"], "positions_angstrom": [[-1.471, 0.160, 5.176], [-0.940, -1.708, 1.858], [-0.790, -0.576, 5.614], [-2.403, 0.847, 2.003], [-3.167, -0.506, 2.869], [1.037, 0.278, 5.343], [-1.336, 0.191, 3.706], [0.745, 2.992, 1.636], [0.930, 1.885, 1.354], [0.771, -2.294, -4.878], [0.925, -0.393, 3.328], [1.047, -0.417, 0.889], [1.396, -2.418, 2.760], [-1.687, -0.769, -3.286], [2.417, -1.721, 4.060], [1.344, 0.602, 4.340], [-0.434, 0.662, -4.531], [-2.593, 0.421, 2.994], [-2.502, -0.113, 5.437], [2.435, 0.638, 4.296], [0.948, 1.588, 4.087], [0.511, 1.227, -4.891], [-1.270, 1.156, 5.590], [-2.239, -2.681, -2.129], [-3.190, 1.132, 3.567], [1.909, -1.511, 3.111], [-0.334, 0.319, -1.326], [-0.436, -0.624, 3.087], [2.725, -1.209, 2.400], [-0.158, -1.850, -4.335]], "lowdin_charge": [0.0293, 0.8522, 0.1130, 0.0950, 0.1067, 0.1190, -0.1439, 0.2447, -0.0362, 0.2804, -0.3082, 1.3311, 0.0863, 0.7441, 0.1521, 0.0173, 0.0043, -0.0382, 0.1362, 0.1273, 0.1063, 0.2511, 0.1300, 0.1966, 0.1300, -0.0753, 0.0215, -0.7409, 0.0944, -0.0260]}

{"formula": "C5H14", "method": "ωB97M-V/def2-TZVPD", "e_homo_ev": -11.3, "orbital_gap_ev": 12.45, "smiles": "CCC.CC", "e_above_lowest_kj_mol": 40.2, "species": ["H", "H", "H", "H", "H", "H", "C", "H", "H", "C", "H", "C", "H", "H", "H", "H", "C", "H", "C"], "positions_angstrom": [[1.701, -0.650, -1.538], [3.078, -1.123, 0.416], [-1.748, 1.528, -2.063], [2.274, -0.742, 2.742], [1.519, 0.765, -0.418], [1.501, -2.020, 0.710], [1.763, -0.275, 1.896], [-1.220, 0.073, -0.356], [0.283, -0.473, -0.453], [1.352, -0.306, -0.569], [-2.238, 1.219, 0.461], [-2.645, 1.104, -1.615], [-3.288, 1.955, -1.406], [-2.918, -0.399, -0.049], [2.199, 0.713, 1.772], [-3.081, 0.421, -2.345], [-2.244, 0.415, -0.279], [0.693, -0.190, 2.071], [2.007, -1.059, 0.604]], "lowdin_charge": [0.0698, 0.0956, 0.0547, 0.0674, 0.0758, 0.0975, -0.1308, 0.0027, 0.0257, -0.1195, 0.0678, -0.1568, 0.0546, 0.0615, 0.0655, 0.0592, -0.1482, 0.0692, -0.3119]}

{"formula": "C27H35ClN4O4P2Pd", "method": "ωB97M-V/def2-TZVPD", "e_homo_ev": [-12.1, -12.1], "charge": 2, "s2": 6.032, "orbital_gap_ev": [7.00, 2.31], "spin_multiplicity": 5, "e_above_lowest_kj_mol": 0.0, "species": ["C", "C", "C", "Pd", "C", "H", "C", "H", "C", "H", "H", "H", "C", "H", "N", "H", "H", "C", "H", "C", "H", "C", "H", "H", "H", "C", "H", "N", "H", "C", "C", "H", "H", "C", "H", "H", "C", "H", "O", "H", "H", "P", "H", "C", "Cl", "H", "H", "H", "O", "C", "O", "C", "N", "H", "C", "C", "C", "H", "H", "C", "H", "C", "C", "C", "C", "H", "N", "H", "H", "P", "H", "O", "C", "H"], "positions_angstrom": [[-0.268, -3.512, 0.183], [-3.055, -4.352, -3.624], [-4.214, -3.015, -2.242], [-0.106, 2.779, 4.512], [-5.135, -3.799, -2.917], [2.857, 0.209, 4.820], [-1.392, 2.769, -5.806], [-2.157, 3.411, -6.241], [1.135, 3.279, 2.725], [-0.880, -5.545, -2.314], [0.671, 2.532, 0.815], [-6.216, -3.789, -2.784], [-0.537, -5.106, -1.394], [2.327, 4.340, 4.149], [-0.866, -3.786, -1.057], [-0.653, -3.560, -4.142], [4.684, -0.554, -3.411], [-1.419, 2.471, 6.036], [-1.205, 0.602, 4.131], [-0.111, 2.472, -6.378], [2.418, 0.386, 3.109], [2.059, 3.352, 3.763], [2.293, -0.943, -4.670], [-0.031, 0.157, 1.671], [0.740, 4.233, 2.356], [0.521, 1.576, -5.516], [0.686, -6.639, -0.349], [-2.919, -3.369, -2.643], [1.491, 1.115, -5.594], [-0.379, -2.704, -3.509], [0.970, 2.103, 1.786], [0.687, 0.502, 5.579], [0.617, -2.916, -3.086], [0.417, -4.625, 0.614], [-0.396, -2.526, 0.613], [-2.291, 1.992, -3.898], [-0.231, 0.822, 3.684], [-1.376, 1.413, 6.305], [1.326, 6.090, 7.947], [1.369, 0.934, -1.000], [-1.109, 1.556, 1.914], [-0.319, 0.053, -3.194], [0.393, -1.417, -5.113], [-1.494, 2.067, -4.627], [0.289, 5.092, 7.846], [3.319, 2.422, 5.178], [-2.193, -4.746, -4.136], [-4.342, -2.220, -1.517], [-1.021, 5.704, 7.925], [2.970, 2.237, 4.151], [0.470, 4.434, 6.502], [-4.403, -4.647, -3.800], [1.449, 0.068, -2.963], [-1.358, -1.262, -4.855], [-0.392, -1.404, -4.341], [2.017, 0.525, -1.767], [2.306, 0.834, 4.104], [3.886, 2.212, 3.533], [1.915, 1.568, 1.614], [0.251, -5.649, -0.377], [4.105, 0.655, -1.049], [-0.148, 1.108, 2.207], [2.489, -0.466, -3.725], [3.387, 0.346, -1.809], [3.695, -0.288, -3.050], [-1.187, 3.144, 6.866], [-0.319, 1.327, -4.421], [0.269, 2.852, -7.319], [1.009, -4.706, 1.524], [-1.483, -2.461, -2.041], [-2.357, 2.766, 5.551], [0.420, 4.109, 8.899], [0.870, 0.789, 4.539], [-4.817, -5.399, -4.469]], "lowdin_charge": [-0.1583, 0.0059, 0.0031, 0.9074, 0.0231, 0.1299, -0.0928, 0.1030, -0.1653, 0.0915, 0.1193, 0.1355, -0.1300, 0.1231, -0.2947, 0.0683, 0.1059, -0.0849, 0.1127, -0.0673, 0.1135, -0.1383, 0.0952, 0.1155, 0.1226, -0.1222, 0.1071, -0.1925, 0.0918, -0.3775, -0.1792, 0.1232, 0.0985, -0.0799, 0.0843, 0.0884, -0.2075, 0.0385, -0.0926, 0.0704, 0.1212, 1.0216, 0.0800, -0.1771, 0.7422, 0.1253, 0.1254, 0.1377, -0.2062, -0.1591, -0.2501, 0.0360, -0.2595, 0.0877, -0.3965, -0.1642, -0.1622, 0.1432, 0.1106, -0.0536, 0.0985, -0.1696, -0.1487, -0.0929, -0.0674, -0.0124, -0.2814, 0.1023, 0.1062, 1.0648, 0.0422, -0.2202, -0.1548, 0.1363]}